Entry 1:
C29H40AsClCrN5O4S as an isolated structure, computed with ωB97M-V/def2-TZVPD.

## Properties
<S²>: 3.796
Energy relative to the best compared isomer or geometry (same formula, charge and spin), eV: 0.000
Largest force on an atom, eV Å⁻¹: 0.9
Orbital gap (alpha / beta), eV: 8.18 / 8.21

Geometry as ORCA input:
```
! RIJCOSX wB97M-V def2-TZVPD def2/J DEFGRID3
* xyz 2 4
Cr 0.136 -0.513 0.186
C -3.048 0.708 0.639
O -1.994 -0.220 0.264
H -2.619 1.538 1.183
H -3.777 0.202 1.268
H -3.542 1.080 -0.256
H -2.401 -0.900 -0.293
O -4.090 -1.692 -1.788
S -3.039 -2.369 -2.514
O -3.161 -3.771 -2.752
N -1.643 -2.001 -1.722
C -0.969 -1.089 -2.360
O 0.003 -0.412 -1.821
C -1.440 -0.810 -3.743
C -0.856 -0.042 -4.730
C -1.499 0.040 -5.962
C -2.699 -0.627 -6.187
C -3.288 -1.405 -5.193
C -2.633 -1.476 -3.984
H 0.086 0.463 -4.552
H -1.059 0.627 -6.758
H -3.183 -0.544 -7.151
H -4.217 -1.932 -5.367
Cl 5.273 0.226 2.402
C 4.367 -0.153 0.997
C 4.979 -0.364 -0.226
C 4.174 -0.644 -1.318
C 2.805 -0.712 -1.160
N 2.214 -0.513 0.036
C 2.996 -0.232 1.094
H 6.058 -0.304 -0.319
H 4.605 -0.813 -2.296
H 2.152 -0.926 -1.991
H 2.519 -0.054 2.045
C 1.481 2.879 2.499
C 1.817 2.904 1.009
As 0.515 2.021 -0.141
C 1.213 2.385 -1.930
C 2.412 3.329 -1.984
C -0.991 3.240 -0.045
C -0.616 4.682 -0.365
H 2.242 3.424 3.059
H 1.448 1.865 2.898
H 0.520 3.356 2.706
H 2.785 2.440 0.824
H 1.881 3.927 0.650
H 0.368 2.778 -2.492
H 1.457 1.426 -2.375
H 2.184 4.322 -1.598
H 2.724 3.446 -3.022
H 3.264 2.940 -1.426
H -1.425 3.173 0.951
H -1.730 2.861 -0.749
H 0.015 5.122 0.408
H -1.524 5.282 -0.424
H -0.102 4.773 -1.321
C -2.082 -3.074 1.401
C -0.893 -3.393 0.563
N 0.182 -2.642 0.320
C 1.001 -3.392 -0.533
C 0.419 -4.580 -0.784
N -0.765 -4.563 -0.077
H -1.991 -2.093 1.853
H -2.197 -3.816 2.192
H -2.991 -3.093 0.792
H 1.959 -3.044 -0.874
H 0.733 -5.423 -1.380
H -1.486 -5.266 -0.127
C -0.488 -0.692 6.552
C -0.300 -0.631 5.064
C -0.916 0.340 4.281
C -0.696 0.368 2.924
N 0.082 -0.521 2.282
C 0.686 -1.466 3.036
C 0.526 -1.541 4.398
H -1.324 -0.078 6.881
H 0.415 -0.334 7.051
H -0.650 -1.719 6.880
H -1.568 1.082 4.729
H -1.154 1.132 2.315
H 1.307 -2.179 2.515
H 1.040 -2.320 4.947
*
```

=====

Entry 2:
A 7-piece molecular cluster, C29H40BF18O16 overall, computed with ωB97M-V/def2-TZVPD.

## Properties
Largest force on an atom, eV Å⁻¹: 5.1
Orbital gap, eV: 6.17

Geometry as ORCA input:
```
! RIJCOSX wB97M-V def2-TZVPD def2/J DEFGRID3
* xyz -1 1
O 1.191 0.375 -2.780
C 0.132 0.317 -3.358
O -0.515 -0.777 -4.013
C -0.758 1.541 -3.369
C -1.471 1.665 -1.995
C -2.990 1.480 -2.108
C -3.283 -0.039 -2.338
O -3.325 -0.084 -3.766
B -4.251 1.069 -4.005
O -3.603 2.148 -3.156
H -1.473 -0.535 -3.962
H -0.136 2.413 -3.566
H -1.467 1.416 -4.187
H -1.103 0.896 -1.309
H -1.195 2.631 -1.565
H -3.393 1.767 -1.120
H -4.306 -0.313 -2.054
H -2.513 -0.698 -1.927
H -5.395 0.789 -3.613
H -4.347 1.456 -5.162
C 3.253 -5.701 -6.117
C 4.240 -4.627 -5.713
O 3.613 -3.333 -5.692
C 2.911 -3.043 -4.599
O 2.763 -3.754 -3.650
C 2.340 -1.616 -4.704
F 1.823 -1.384 -5.923
F 3.329 -0.709 -4.532
F 1.407 -1.401 -3.812
H 2.790 -5.451 -7.071
H 3.754 -6.664 -6.209
H 2.455 -5.792 -5.380
H 5.041 -4.562 -6.446
H 4.696 -4.843 -4.747
C 0.831 1.049 1.842
C -0.004 1.468 3.033
O -1.391 1.240 2.726
C -1.821 0.000 2.869
O -1.192 -0.938 3.266
C -3.291 -0.083 2.421
F -3.435 0.608 1.294
F -4.128 0.430 3.343
F -3.653 -1.345 2.211
H 0.486 1.564 0.945
H 1.886 1.276 1.993
H 0.731 -0.021 1.662
H 0.100 2.534 3.223
H 0.287 0.946 3.945
C -3.638 3.926 7.990
C -2.829 2.920 7.205
O -1.632 3.514 6.657
C -0.601 3.628 7.475
O -0.550 3.294 8.623
C 0.592 4.226 6.705
F 0.223 5.269 5.953
F 1.115 3.298 5.891
F 1.549 4.644 7.530
H -3.863 4.801 7.377
H -4.567 3.486 8.324
H -3.089 4.278 8.864
H -3.396 2.565 6.347
H -2.571 2.052 7.810
C 4.887 1.744 -2.707
C 3.554 1.769 -1.993
O 3.638 2.516 -0.754
C 3.559 3.831 -0.856
O 3.438 4.471 -1.860
C 3.573 4.459 0.553
F 4.521 3.930 1.340
F 2.387 4.234 1.130
F 3.782 5.773 0.504
H 5.666 1.356 -2.048
H 4.824 1.113 -3.592
H 5.187 2.746 -3.015
H 3.253 0.764 -1.708
H 2.764 2.177 -2.621
C -10.412 1.245 9.836
C -9.272 1.210 10.830
O -8.037 1.646 10.225
C -7.863 2.954 10.136
O -8.617 3.805 10.505
C -6.487 3.250 9.511
F -6.249 2.474 8.441
F -5.508 3.023 10.400
F -6.398 4.519 9.126
H -10.162 0.660 8.950
H -11.317 0.838 10.285
H -10.615 2.264 9.509
H -9.090 0.191 11.163
H -9.488 1.812 11.712
C 9.085 -5.938 -8.501
C 8.154 -5.940 -9.693
O 7.334 -7.127 -9.716
C 6.267 -7.108 -8.934
O 5.922 -6.213 -8.220
C 5.472 -8.418 -9.103
F 6.280 -9.485 -9.092
F 4.813 -8.411 -10.269
F 4.584 -8.563 -8.125
H 9.685 -6.849 -8.486
H 9.750 -5.077 -8.543
H 8.526 -5.899 -7.567
H 8.723 -5.960 -10.620
H 7.524 -5.051 -9.713
*
```

=====

Entry 3:
C29H40CrN5OP2SSb as an isolated structure, computed with ωB97M-V/def2-TZVPD.

## Properties
<S²>: 0.795
Energy relative to the best compared isomer or geometry (same formula, charge and spin), eV: 0.919
Largest force on an atom, eV Å⁻¹: 1.6
Orbital gap (alpha / beta), eV: 7.28 / 7.59

Geometry as ORCA input:
```
! RIJCOSX wB97M-V def2-TZVPD def2/J DEFGRID3
* xyz 3 2
Cr 0.845 0.361 -0.543
O 0.201 0.368 -2.597
C -0.313 -0.429 -1.824
C -1.444 -1.285 -1.758
C -2.308 -1.668 -2.790
C -3.433 -2.409 -2.470
C -3.721 -2.727 -1.146
C -2.864 -2.361 -0.113
C -1.697 -1.685 -0.421
P -0.312 -1.290 0.714
C -1.096 -1.295 2.350
C -1.528 -2.497 2.909
C -2.208 -2.481 4.114
C -2.442 -1.279 4.767
C -1.991 -0.085 4.221
C -1.320 -0.089 3.010
C 0.625 -2.849 0.700
C 0.256 -3.977 -0.030
C 1.021 -5.129 0.062
C 2.135 -5.171 0.885
C 2.509 -4.046 1.609
C 1.767 -2.884 1.503
H -2.088 -1.385 -3.809
H -4.109 -2.729 -3.249
H -4.616 -3.282 -0.909
H -3.109 -2.612 0.909
H -1.323 -3.432 2.404
H -2.556 -3.408 4.543
H -2.973 -1.276 5.706
H -2.169 0.842 4.743
H -0.961 0.834 2.554
H -0.627 -3.966 -0.654
H 0.731 -6.004 -0.501
H 2.713 -6.079 0.955
H 3.372 -4.081 2.256
H 2.048 -1.996 2.060
N 4.488 1.789 2.117
C 3.240 1.391 1.945
N 2.624 0.667 2.875
S 2.443 1.828 0.498
H 4.999 1.613 2.970
H 4.937 2.357 1.414
H 3.063 0.485 3.766
H 1.643 0.442 2.778
C 4.510 -1.988 -0.467
Sb 2.898 -1.043 -1.529
C 3.978 0.112 -2.983
C 2.284 -2.626 -2.831
H 5.313 -2.140 -1.181
H 4.180 -2.953 -0.095
H 4.868 -1.381 0.359
H 4.507 -0.588 -3.630
H 4.699 0.771 -2.501
H 3.282 0.699 -3.583
H 3.114 -3.317 -2.936
H 2.039 -2.209 -3.805
H 1.424 -3.157 -2.434
C -1.745 5.434 -0.076
N -2.793 4.324 0.050
C -3.383 4.085 -1.339
N -2.359 3.800 -2.269
C -1.391 4.884 -2.340
N -0.777 5.083 -1.039
C 0.105 4.013 -0.645
P -0.801 2.378 -0.483
C -2.192 3.086 0.599
C -1.746 2.509 -2.097
H -1.290 5.595 0.906
H -2.265 6.344 -0.389
H -3.542 4.639 0.675
H -3.917 4.993 -1.637
H -4.090 3.252 -1.269
H -1.901 5.800 -2.645
H -0.625 4.654 -3.082
H 0.579 4.258 0.311
H 0.899 3.903 -1.391
H -1.781 3.306 1.590
H -2.975 2.329 0.714
H -2.514 1.726 -2.130
H -1.047 2.333 -2.921
*
```

=====

The lowest largest force on an atom belongs to which entry?
C29H40AsClCrN5O4S

=====

What did the first record say?
C29H40AsClCrN5O4S as an isolated structure, computed with ωB97M-V/def2-TZVPD.

## Properties
<S²>: 3.796
Energy relative to the best compared isomer or geometry (same formula, charge and spin), eV: 0.000
Largest force on an atom, eV Å⁻¹: 0.9
Orbital gap (alpha / beta), eV: 8.18 / 8.21

Geometry as ORCA input:
```
! RIJCOSX wB97M-V def2-TZVPD def2/J DEFGRID3
* xyz 2 4
Cr 0.136 -0.513 0.186
C -3.048 0.708 0.639
O -1.994 -0.220 0.264
H -2.619 1.538 1.183
H -3.777 0.202 1.268
H -3.542 1.080 -0.256
H -2.401 -0.900 -0.293
O -4.090 -1.692 -1.788
S -3.039 -2.369 -2.514
O -3.161 -3.771 -2.752
N -1.643 -2.001 -1.722
C -0.969 -1.089 -2.360
O 0.003 -0.412 -1.821
C -1.440 -0.810 -3.743
C -0.856 -0.042 -4.730
C -1.499 0.040 -5.962
C -2.699 -0.627 -6.187
C -3.288 -1.405 -5.193
C -2.633 -1.476 -3.984
H 0.086 0.463 -4.552
H -1.059 0.627 -6.758
H -3.183 -0.544 -7.151
H -4.217 -1.932 -5.367
Cl 5.273 0.226 2.402
C 4.367 -0.153 0.997
C 4.979 -0.364 -0.226
C 4.174 -0.644 -1.318
C 2.805 -0.712 -1.160
N 2.214 -0.513 0.036
C 2.996 -0.232 1.094
H 6.058 -0.304 -0.319
H 4.605 -0.813 -2.296
H 2.152 -0.926 -1.991
H 2.519 -0.054 2.045
C 1.481 2.879 2.499
C 1.817 2.904 1.009
As 0.515 2.021 -0.141
C 1.213 2.385 -1.930
C 2.412 3.329 -1.984
C -0.991 3.240 -0.045
C -0.616 4.682 -0.365
H 2.242 3.424 3.059
H 1.448 1.865 2.898
H 0.520 3.356 2.706
H 2.785 2.440 0.824
H 1.881 3.927 0.650
H 0.368 2.778 -2.492
H 1.457 1.426 -2.375
H 2.184 4.322 -1.598
H 2.724 3.446 -3.022
H 3.264 2.940 -1.426
H -1.425 3.173 0.951
H -1.730 2.861 -0.749
H 0.015 5.122 0.408
H -1.524 5.282 -0.424
H -0.102 4.773 -1.321
C -2.082 -3.074 1.401
C -0.893 -3.393 0.563
N 0.182 -2.642 0.320
C 1.001 -3.392 -0.533
C 0.419 -4.580 -0.784
N -0.765 -4.563 -0.077
H -1.991 -2.093 1.853
H -2.197 -3.816 2.192
H -2.991 -3.093 0.792
H 1.959 -3.044 -0.874
H 0.733 -5.423 -1.380
H -1.486 -5.266 -0.127
C -0.488 -0.692 6.552
C -0.300 -0.631 5.064
C -0.916 0.340 4.281
C -0.696 0.368 2.924
N 0.082 -0.521 2.282
C 0.686 -1.466 3.036
C 0.526 -1.541 4.398
H -1.324 -0.078 6.881
H 0.415 -0.334 7.051
H -0.650 -1.719 6.880
H -1.568 1.082 4.729
H -1.154 1.132 2.315
H 1.307 -2.179 2.515
H 1.040 -2.320 4.947
*
```

=====

Which value of largest force on an atom does entry 2 give?
5.1 eV Å⁻¹